Record 1
DFT (wB97M-V/def2-TZVPD) results for C34H31N5O7S4Ti as an isolated structure at a distorted geometry.

Summary:
Total charge   -1
HOMO energy (spin up / spin down)   -3.8701 / -3.8713 eV
Energy   -4557.12403 hartree
Multiplicity   2

Cartesian coordinates (Å):
Ti: -0.598 0.001 -0.810
C: -0.099 4.278 5.004
C: 0.030 3.480 3.739
C: 1.252 3.312 3.125
C: 1.393 2.591 1.915
C: 2.615 2.575 1.246
N: 2.836 2.062 0.026
C: 4.054 2.310 -0.699
C: 4.325 1.206 -1.714
C: 4.515 -0.157 -1.046
N: 3.350 -0.528 -0.294
C: 3.378 -1.102 0.903
C: 2.273 -1.603 1.600
C: 2.473 -2.190 2.871
C: 1.438 -2.698 3.627
C: 1.709 -3.348 4.954
C: 0.139 -2.588 3.146
C: -0.132 -2.018 1.894
C: -1.467 -2.018 1.390
N: -1.894 -1.471 0.302
C: -3.302 -1.703 0.025
C: -4.165 -0.516 0.459
C: -3.678 0.782 -0.190
N: -2.319 1.064 0.234
C: -2.224 1.737 1.331
C: -1.032 2.179 1.972
C: -1.108 2.951 3.142
C: 0.234 1.911 1.382
O: 0.377 1.064 0.438
C: 0.930 -1.548 1.072
O: 0.700 -1.151 -0.126
H: -0.470 3.661 5.822
H: -0.808 5.090 4.856
H: 0.859 4.696 5.300
H: 2.137 3.766 3.549
H: 3.460 3.051 1.729
H: 2.015 1.757 -0.501
H: 4.875 2.368 0.025
H: 3.998 3.276 -1.223
H: 5.223 1.458 -2.278
H: 3.486 1.144 -2.408
H: 5.382 -0.138 -0.377
H: 4.708 -0.894 -1.836
H: 2.461 -0.541 -0.813
H: 4.343 -1.150 1.399
H: 3.485 -2.264 3.244
H: 2.655 -3.886 4.931
H: 0.921 -4.054 5.207
H: 1.754 -2.598 5.745
H: -0.684 -2.973 3.734
H: -2.183 -2.592 1.998
H: -3.645 -2.604 0.557
H: -3.445 -1.878 -1.043
H: -4.113 -0.415 1.549
H: -5.201 -0.704 0.173
H: -4.351 1.603 0.101
H: -3.717 0.687 -1.278
H: -3.152 2.068 1.822
H: -2.080 3.141 3.579
O: -6.233 -0.729 -4.280
C: -5.446 0.006 -4.880
O: -5.588 0.826 -5.777
C: -3.990 -0.138 -4.275
C: -3.580 -1.366 -3.767
C: -2.456 -1.442 -2.964
N: -1.785 -0.356 -2.559
C: -2.114 0.810 -3.139
C: -3.167 0.954 -4.027
C: -1.250 1.976 -2.713
O: -1.286 3.042 -3.295
O: -0.511 1.694 -1.700
H: -4.171 -2.243 -3.981
H: -2.067 -2.400 -2.623
H: -3.358 1.914 -4.477
O: 3.135 -4.176 -5.857
C: 2.514 -3.621 -4.993
S: 2.591 -1.884 -4.674
C: 1.457 -1.822 -3.317
C: 0.920 -3.012 -2.929
S: -0.159 -3.321 -1.661
S: 1.429 -4.430 -3.875
S: 1.198 -0.223 -2.710

Here are the Mulliken charges for atoms 1 to 6, given in e:
1 Ti -1.74
2 C -1.67
3 C 0.82
4 C -1.29
5 C 0.45
6 C -0.39



Record 2
DFT (wB97M-V/def2-TZVPD) results for one molecule with the formula C3H9N3O at a distorted geometry.

Summary:
HOMO energy   -9.6275 eV
SMILES   [H]/N=C(/C)ON(C)N
Energy   -359.07524 hartree

Cartesian coordinates (Å):
H: -0.876 -0.719 1.577
N: -0.086 -0.080 1.760
C: 0.717 -0.248 0.755
C: 2.129 0.241 0.712
O: 0.458 -1.193 -0.246
N: -0.750 -0.785 -0.918
C: -0.539 0.835 -1.169
N: -1.895 -1.078 -0.176
H: 2.525 0.209 -0.305
H: 2.168 1.265 1.090
H: 2.739 -0.400 1.352
H: -0.380 1.607 -0.414
H: 0.210 0.890 -1.963
H: -1.503 1.127 -1.592
H: -2.635 -1.389 -0.808
H: -2.282 -0.282 0.344

Here are the natural (NBO) charges for atoms 1 to 6, given in e:
1 H 0.36
2 N -0.68
3 C 0.55
4 C -0.70
5 O -0.41
6 N 0.01